No. 1
126
Properties=species:S:1:pos:R:3:lowdin_charge:R:1 method="wB97M-V/def2-TZVPD" smiles=CCN(CC)CC.CCN(CC)CC.CCN(CC)CC.CCCCCC.CCCCCC.CCCCCC max_force_ev_per_a=8.938 total_energy_ev=-43197.36244 homo_ev=-7.629 spin_multiplicity=1 e_above_lowest_kcal_mol=29.9 e_lumo_ev=0.79
C -2.718 0.324 1.138 -0.123
C -2.662 1.764 1.482 -0.297
N -2.539 2.799 0.392 -0.196
C -3.098 4.127 0.807 -0.195
C -1.917 4.945 1.569 -0.080
C -1.301 2.654 -0.439 -0.255
C -1.290 3.687 -1.593 -0.068
H -3.577 0.175 0.596 0.033
H -2.639 -0.301 2.241 0.148
H -1.851 0.149 0.474 0.050
H -1.584 1.929 2.072 0.139
H -3.517 1.918 2.270 0.139
H -3.997 4.153 1.256 0.058
H -3.220 4.722 -0.104 0.088
H -2.415 6.020 1.748 0.105
H -0.977 5.070 0.876 0.067
H -1.612 4.443 2.457 0.025
H -1.081 1.746 -0.779 0.030
H -0.605 2.735 0.409 0.097
H -2.072 3.093 -2.267 0.132
H -0.349 3.546 -2.173 0.044
H -1.292 4.739 -1.315 0.057
C 2.006 2.246 4.145 -0.090
C 3.259 2.488 4.884 -0.258
N 4.386 1.694 4.307 -0.178
C 5.458 1.241 5.136 -0.273
C 5.120 0.137 6.291 -0.039
C 4.945 2.060 2.986 -0.226
C 5.746 3.419 3.019 -0.111
H 2.372 2.273 3.045 0.071
H 1.268 2.940 4.447 0.045
H 1.500 1.178 4.564 0.142
H 3.238 2.324 5.967 0.122
H 3.453 3.452 4.761 0.039
H 5.854 2.153 5.476 0.077
H 6.457 1.105 4.705 0.114
H 4.302 0.545 7.056 0.100
H 6.039 0.142 6.759 0.022
H 4.718 -0.637 5.668 0.054
H 4.246 2.364 2.122 0.095
H 5.684 1.468 2.447 0.108
H 5.297 4.438 3.298 0.073
H 6.252 3.562 2.056 0.059
H 6.755 3.244 3.499 0.070
C -4.544 -6.715 -5.624 -0.061
C -4.356 -6.024 -4.176 -0.240
N -5.297 -4.922 -3.886 -0.150
C -6.824 -5.479 -3.649 -0.201
C -7.118 -6.505 -2.642 -0.134
C -5.077 -4.160 -2.751 -0.326
C -3.773 -3.296 -2.804 -0.068
H -5.004 -5.872 -6.134 0.065
H -5.312 -7.395 -5.647 0.012
H -3.536 -7.169 -5.923 0.097
H -3.387 -5.490 -4.176 0.098
H -4.177 -6.833 -3.409 0.114
H -7.237 -5.881 -4.523 0.066
H -7.667 -4.668 -3.658 0.146
H -6.539 -7.537 -2.662 0.121
H -8.082 -6.782 -2.532 0.030
H -6.833 -6.241 -1.643 0.057
H -4.988 -4.875 -2.078 0.052
H -5.922 -3.487 -2.455 0.136
H -3.663 -2.634 -3.782 0.115
H -2.966 -3.890 -2.595 -0.004
H -3.967 -2.468 -2.040 0.084
C 0.155 -2.238 -4.353 -0.095
C 0.153 -0.935 -3.457 -0.243
C 1.625 -0.387 -3.329 -0.206
C 1.756 0.616 -2.164 -0.207
C 1.483 0.083 -0.755 -0.302
C 2.242 0.755 0.293 -0.146
H 0.792 -3.010 -3.785 0.081
H 0.577 -1.892 -5.368 0.094
H -0.888 -2.557 -4.455 0.044
H -0.207 -1.248 -2.418 0.118
H -0.384 -0.247 -3.819 0.015
H 1.892 -0.037 -4.335 0.109
H 2.205 -1.276 -3.155 0.090
H 0.934 1.379 -2.241 0.108
H 2.861 0.906 -2.137 0.128
H 1.696 -1.064 -0.763 0.136
H 0.410 0.100 -0.481 0.084
H 2.008 1.848 0.379 0.074
H 3.364 0.690 0.225 0.097
H 2.166 0.584 1.292 0.021
C 0.487 -5.661 -1.479 -0.105
C 0.155 -4.724 -0.312 -0.246
C -1.367 -4.696 0.018 -0.177
C -1.644 -3.588 1.119 -0.176
C -1.510 -4.088 2.568 -0.260
C -1.846 -3.056 3.658 -0.117
H 1.501 -5.909 -1.761 0.057
H 0.115 -4.992 -2.373 0.093
H -0.063 -6.564 -1.502 0.047
H 0.525 -3.669 -0.451 0.091
H 0.740 -4.817 0.691 0.126
H -1.830 -5.517 0.359 0.074
H -1.941 -4.472 -0.714 0.011
H -2.516 -3.101 1.054 0.041
H -1.043 -2.623 0.707 0.148
H -0.519 -4.463 2.848 0.103
H -2.001 -4.958 2.738 0.066
H -1.398 -2.037 3.400 0.079
H -1.557 -3.449 4.620 0.055
H -2.951 -2.858 3.717 0.077
C 3.137 6.034 2.923 -0.118
C 2.716 5.135 1.789 -0.322
C 3.037 5.528 0.407 -0.274
C 2.755 4.606 -0.698 -0.284
C 3.038 5.236 -1.981 -0.322
C 2.875 4.337 -3.202 -0.103
H 2.604 7.088 2.748 0.113
H 4.151 6.316 2.981 0.024
H 2.926 5.714 4.055 0.109
H 1.573 5.056 1.537 0.134
H 2.869 4.150 2.008 0.032
H 4.164 5.674 0.485 0.136
H 2.370 6.566 0.103 0.196
H 1.624 4.521 -0.655 0.129
H 3.297 3.645 -0.864 0.131
H 4.094 5.533 -1.913 0.116
H 2.579 6.156 -2.197 0.091
H 2.616 4.634 -4.211 0.064
H 1.948 3.764 -3.212 0.040
H 3.705 3.550 -3.103 0.100



No. 2
100
Properties=species:S:1:pos:R:3:lowdin_charge:R:1 method="wB97M-V/def2-TZVPD" max_force_ev_per_a=2.386 total_energy_ev=-350455.23265 homo_ev=-13.560 spin_multiplicity=1 e_above_lowest_kcal_mol=28.4 e_lumo_ev=-7.25 total_charge=+2
N -24.417 7.554 25.298 0.277
H -25.358 7.376 25.741 0.123
H -24.651 7.700 24.312 0.142
H -23.827 6.728 25.462 0.112
H -23.954 8.437 25.711 0.066
Sr -22.706 11.565 24.843 1.703
C -25.108 9.665 28.136 -0.098
C -23.627 9.659 27.818 -0.366
O -23.301 9.811 26.436 -0.546
H -25.299 9.672 29.216 0.077
H -25.689 8.801 27.784 0.035
H -25.603 10.548 27.729 0.004
H -23.103 8.776 28.198 0.088
H -23.225 10.539 28.364 0.097
Br -26.840 12.978 27.186 0.666
C -28.325 12.061 26.315 -0.675
C -27.814 10.766 25.779 -0.747
Br -29.226 9.988 24.693 0.701
H -28.750 12.728 25.577 0.059
H -29.106 11.866 27.046 0.065
H -27.567 10.087 26.581 -0.001
H -26.948 10.928 25.145 0.038
Br -26.666 6.496 31.205 0.679
C -25.231 6.479 29.901 -0.693
C -25.083 5.128 29.245 -0.651
Br -24.785 3.661 30.520 0.664
H -24.311 6.843 30.338 0.048
H -25.535 7.144 29.092 0.018
H -24.251 5.034 28.562 0.030
H -26.022 4.848 28.778 0.045
C -23.776 11.946 31.934 -0.090
C -23.142 11.068 32.791 -0.085
C -22.510 11.469 33.947 -0.002
C -22.490 12.820 34.233 -0.161
C -23.022 13.737 33.355 -0.013
C -23.678 13.311 32.219 -0.073
N -21.878 13.261 35.483 -0.356
O -21.091 14.166 35.397 0.113
O -22.138 12.626 36.503 0.101
H -24.291 11.674 31.022 0.091
H -23.205 9.998 32.606 0.110
H -22.106 10.766 34.662 0.131
H -23.001 14.790 33.611 0.133
H -24.173 14.058 31.611 0.112
C -19.213 11.637 31.312 0.003
C -20.437 12.210 30.917 -0.045
C -20.925 12.154 29.638 0.005
C -20.142 11.483 28.710 -0.168
C -18.912 10.929 29.047 0.010
C -18.432 11.027 30.327 -0.034
N -20.593 11.479 27.353 -0.313
O -20.179 10.653 26.582 0.081
O -21.306 12.443 26.936 -0.099
H -18.941 11.776 32.350 0.125
H -20.937 12.858 31.635 0.106
H -21.867 12.621 29.392 0.121
H -18.382 10.354 28.296 0.134
H -17.493 10.574 30.620 0.124
C -21.528 5.315 30.424 -0.061
C -21.644 4.495 29.304 -0.084
C -21.509 5.045 28.043 -0.008
C -21.225 6.383 27.941 -0.176
C -21.079 7.212 29.033 -0.023
C -21.304 6.681 30.291 -0.055
N -21.017 6.947 26.616 -0.342
O -20.155 7.759 26.499 0.120
O -21.712 6.529 25.695 0.034
H -21.968 4.874 31.319 0.107
H -21.931 3.456 29.356 0.102
H -21.633 4.471 27.133 0.131
H -20.734 8.221 28.844 0.112
H -20.955 7.269 31.136 0.119
C -27.453 11.415 31.205 -0.104
C -28.102 12.635 31.302 -0.076
C -28.751 12.967 32.466 -0.003
C -28.780 12.093 33.538 -0.130
C -28.192 10.847 33.418 0.006
C -27.525 10.513 32.258 -0.077
N -29.532 12.443 34.749 -0.368
O -30.031 13.534 34.790 0.104
O -29.622 11.612 35.612 0.104
H -26.970 11.078 30.293 0.079
H -28.176 13.346 30.490 0.098
H -29.186 13.953 32.561 0.126
H -28.315 10.100 34.192 0.127
H -27.141 9.513 32.110 0.071
C -30.844 8.119 30.220 -0.044
C -31.046 6.840 29.717 -0.035
C -30.237 6.401 28.677 0.014
C -29.264 7.251 28.168 -0.160
C -29.281 8.586 28.527 -0.019
C -29.985 9.027 29.618 -0.049
N -28.397 6.798 27.098 -0.322
O -28.636 5.750 26.558 0.126
O -27.389 7.485 26.866 -0.027
H -31.304 8.384 31.169 0.121
H -31.731 6.152 30.187 0.119
H -30.463 5.461 28.183 0.131
H -28.641 9.296 28.016 0.088
H -29.832 10.016 30.017 0.105



No. 3
6
Properties=species:S:1:pos:R:3:lowdin_charge:R:1 method="wB97M-V/def2-TZVPD" max_force_ev_per_a=4.583 total_energy_ev=-20501.71867 homo_ev=-17.487 spin_multiplicity=1 e_above_lowest_kcal_mol=6.5 e_lumo_ev=-7.25 total_charge=+1
N -0.709 -1.139 0.391 -0.149
O -1.698 -0.677 0.141 0.416
O 0.651 2.236 0.169 -0.347
O 0.034 -1.835 0.837 0.425
O 0.580 0.001 -0.661 -0.457
S 1.141 1.414 -0.878 1.113



No. 4
102
Properties=species:S:1:pos:R:3:lowdin_charge:R:1 method="wB97M-V/def2-TZVPD" max_force_ev_per_a=8.545 total_energy_ev=-132138.60614 homo_ev=-4.720 spin_multiplicity=1 e_lumo_ev=0.45 total_charge=-1
C 6.940 -0.699 0.953 -0.183
C 7.134 0.500 1.971 -0.362
Si 6.197 2.027 1.317 0.510
O 6.387 3.390 2.337 -0.460
Si 5.291 4.634 1.829 0.537
C 3.447 4.093 1.926 -0.429
C 2.607 5.230 2.667 -0.440
C 1.318 4.664 3.386 -0.472
S -0.276 4.995 2.505 0.867
C -1.286 3.492 2.727 -0.925
S -1.408 2.893 4.306 0.612
N -2.003 2.854 1.613 -0.076
C -2.565 1.512 1.972 -0.240
C -4.061 1.395 2.123 -0.013
C -4.827 0.141 2.426 -0.124
C -4.104 -1.169 2.613 -0.199
C -2.612 -1.130 2.490 -0.413
C -1.774 0.217 2.159 -0.437
C -1.207 2.777 0.365 -0.214
C -1.981 2.871 -0.924 0.007
C -1.346 2.810 -2.250 -0.067
C 0.106 2.661 -2.302 -0.058
C 0.858 2.541 -1.044 -0.085
C 0.223 2.602 0.272 -0.059
H 7.873 -1.314 0.837 0.072
H 6.655 -0.263 -0.042 0.037
H 6.100 -1.329 1.349 0.071
H 6.679 0.259 2.973 0.072
H 8.211 0.762 2.146 0.072
H 4.762 1.671 1.220 -0.012
H 6.648 2.421 -0.024 -0.019
H 5.664 5.107 0.477 -0.026
H 5.391 5.823 2.707 -0.024
H 3.056 3.863 0.909 -0.028
H 3.445 3.200 2.625 0.058
H 3.293 5.586 3.499 0.074
H 2.420 6.119 1.985 -0.037
H 1.459 3.558 3.505 0.061
H 1.261 5.181 4.379 0.051
H -4.659 2.321 1.960 0.106
H -5.936 0.214 2.467 0.097
H -4.671 -2.099 2.813 0.093
H -2.052 -2.157 2.608 0.053
H -0.621 0.197 2.034 0.000
H -3.093 2.982 -0.862 0.107
H -1.956 2.897 -3.173 0.101
H 0.616 2.648 -3.295 0.103
H 1.962 2.423 -1.160 0.090
H 0.843 2.503 1.189 0.096
O 0.537 4.764 6.678 0.222
H 0.047 5.549 7.094 0.114
H -0.087 4.144 6.232 0.080
H 1.087 4.303 7.336 0.166
Cl 2.043 5.745 0.039 -0.206
O -2.583 0.415 -5.335 0.123
C -2.941 -0.108 -4.318 -0.467
O -2.480 0.241 -3.084 0.007
C -3.019 -0.630 -2.118 -0.170
C -4.273 -1.218 -2.725 -0.148
C -3.912 -1.265 -4.199 -0.065
H -2.266 -1.393 -1.894 0.124
H -3.221 -0.053 -1.214 0.123
H -4.548 -2.185 -2.304 0.092
H -5.113 -0.536 -2.574 0.125
H -3.397 -2.190 -4.468 0.128
H -4.784 -1.114 -4.833 0.128
B 1.455 -2.057 -4.527 -1.106
O 1.943 -2.164 -3.136 -0.360
C 1.063 -2.903 -2.450 -0.383
O 1.173 -3.175 -1.288 0.181
C -0.041 -3.314 -3.360 -0.390
O -0.992 -3.985 -3.061 0.126
O 0.188 -2.821 -4.571 0.242
F 2.408 -2.627 -5.425 0.095
F 1.225 -0.688 -4.860 0.112
Cs 3.939 -1.155 -2.948 1.397
Cl -4.009 -0.298 5.216 -0.337
C -0.615 -6.224 -4.745 -0.030
O -0.310 -7.610 -4.938 0.014
C 0.644 -8.077 -4.130 -0.610
O 1.236 -7.445 -3.291 0.123
O 0.830 -9.374 -4.412 -0.001
C 1.830 -10.007 -3.617 -0.051
H -1.398 -5.957 -5.452 0.108
H -0.985 -6.050 -3.739 0.065
H 0.259 -5.606 -4.948 0.099
H 1.557 -9.980 -2.561 0.097
H 2.801 -9.538 -3.774 0.096
H 1.891 -11.047 -3.933 0.091
Cs -0.733 -0.647 4.079 1.245
C -3.724 -5.347 -2.124 0.046
N -4.780 -5.082 -3.137 -0.440
O -4.637 -5.574 -4.240 0.066
O -5.716 -4.386 -2.786 0.050
H -2.960 -5.974 -2.573 0.079
H -3.307 -4.388 -1.825 0.086
H -4.195 -5.854 -1.285 0.102
C -2.285 7.385 7.403 -0.445
O -1.273 6.655 7.917 -0.412
H -2.049 8.429 7.102 0.039
H -2.768 6.998 6.479 0.040
H -3.167 7.541 8.059 0.041